A structure of composition C34H44BCaN11, computed with ωB97M-V/def2-TZVPD.

The calculation puts the largest force on an atom at 0.4 eV/Å. The total charge is +1. The spin multiplicity is 2. The total energy comes out at -2626.79317 Ha. For the highest occupied orbital energy (spin up / spin down), the calculation gives -11.0 / -11.0 eV. As for the gap between HOMO and LUMO (spin up / spin down): 8.830 / 7.248 eV.

```
91
C34H44BCaN11, DFT ωB97M-V/def2-TZVPD
Ca -0.40 0.15 0.11
C -4.24 -0.06 0.97
C -3.74 -0.76 -0.25
C -4.41 -1.66 -1.09
C -3.47 -2.01 -2.04
N -2.32 -1.36 -1.78
N -2.50 -0.58 -0.68
B -1.04 -1.47 -2.67
N -0.46 -0.07 -3.03
C 0.03 0.28 -4.23
C 0.48 1.58 -4.16
C 0.23 1.97 -2.85
C 0.49 3.29 -2.20
N -0.33 0.97 -2.16
N 0.10 -2.28 -1.95
C 0.96 -3.18 -2.46
C 1.90 -3.48 -1.50
C 1.56 -2.69 -0.40
C 2.24 -2.58 0.92
N 0.48 -1.97 -0.69
N -1.45 -2.22 -3.92
C -1.67 -3.56 -4.05
C -2.41 -3.76 -5.19
C -2.65 -2.46 -5.69
C -3.42 -2.06 -6.91
N -2.10 -1.55 -4.91
H -5.25 0.32 0.82
H -3.59 0.78 1.23
H -4.27 -0.74 1.82
H -5.43 -1.99 -1.03
H -3.57 -2.66 -2.89
H 0.00 -0.40 -5.06
H 0.90 2.17 -4.96
H 0.00 4.10 -2.75
H 1.55 3.53 -2.17
H 0.10 3.31 -1.18
H 0.87 -3.53 -3.47
H 2.72 -4.18 -1.58
H 2.97 -3.38 1.04
H 1.53 -2.64 1.75
H 2.77 -1.62 0.99
H -1.32 -4.27 -3.33
H -2.73 -4.70 -5.60
H -3.57 -2.92 -7.57
H -2.89 -1.29 -7.46
H -4.40 -1.67 -6.64
N -0.63 2.03 1.88
C -1.24 2.42 3.12
C -1.36 3.78 3.37
C -1.89 4.24 4.56
C -2.28 3.33 5.53
C -2.18 1.98 5.27
C -1.69 1.48 4.05
C -1.74 0.01 3.80
C -2.45 -0.87 4.65
C -2.57 -2.22 4.36
C -2.01 -2.77 3.22
C -1.30 -1.95 2.34
C -1.21 -0.63 2.71
H -0.43 2.87 1.34
H 0.29 1.63 2.06
H -1.02 4.48 2.62
H -1.97 5.31 4.74
H -2.67 3.67 6.48
H -2.50 1.29 6.04
H -2.94 -0.50 5.53
H -3.12 -2.85 5.04
H -2.13 -3.82 2.99
H -0.89 -2.34 1.42
C 6.04 1.15 2.10
C 4.91 2.17 2.15
N 3.88 1.96 1.13
C 4.16 2.47 -0.21
C 4.64 1.42 -1.20
C 2.78 1.23 1.36
C 2.55 0.70 2.75
N 1.88 0.95 0.46
H 6.74 1.32 2.92
H 6.59 1.21 1.17
H 5.65 0.13 2.20
H 5.31 3.18 2.00
H 4.45 2.18 3.13
H 4.91 3.26 -0.11
H 3.26 2.97 -0.58
H 5.60 1.00 -0.90
H 4.76 1.86 -2.19
H 3.93 0.59 -1.30
H 2.41 1.50 3.47
H 3.40 0.10 3.09
H 1.67 0.06 2.76
H 2.13 1.33 -0.45
```